# 1
Here is the molecule C13H15F10NO6S2 in a non-equilibrium geometry from the OMol25 dataset. Energies are from wB97M-V/def2-TZVPD.

Geometry as XYZ:
```
47
C13H15F10NO6S2 | the OMol25 dataset | wB97M-V/def2-TZVPD
C 7.97449 -2.34751 -1.52341
C 7.01551 -1.52629 -1.12419
C 6.75662 -1.21516 0.33810
O 6.85778 -2.07765 1.13046
O 6.42303 0.06843 0.66879
C 5.08887 0.16410 1.22657
C 4.19669 1.15586 0.45388
C 2.70836 0.77577 0.68110
C 1.76108 1.79109 -0.04598
C 0.36079 1.78743 0.62362
C -0.43091 0.51854 0.14356
N -1.87629 0.90679 0.04176
S -2.15487 1.24249 -1.60638
O -1.11844 2.09012 -2.07780
O -2.23099 0.07212 -2.39956
F -3.49912 2.06525 -1.71971
S -2.91653 -0.29106 0.69914
O -2.83416 -1.54134 0.01505
O -2.46424 -0.50549 2.04062
C -4.67800 0.32118 0.87626
F -5.15061 -0.22543 1.97685
F -4.57193 1.64085 1.13402
C -5.60970 0.13990 -0.38280
F -6.03441 1.37576 -0.72240
F -4.99220 -0.34733 -1.46135
C -6.90770 -0.69664 -0.14643
F -7.66145 -0.20681 0.84103
F -7.65206 -0.53050 -1.26151
C -6.69543 -2.24653 0.00702
F -5.56310 -2.57934 0.58874
F -7.71533 -2.73107 0.71953
F -6.79028 -2.81383 -1.18721
H 8.90651 -2.43492 -0.95835
H 7.79627 -2.97922 -2.39922
H 6.36631 -1.01403 -1.84848
H 5.19603 0.43484 2.29240
H 4.62059 -0.83866 1.21229
H 4.43793 1.13697 -0.62299
H 4.34078 2.17574 0.84740
H 2.46983 0.82200 1.75668
H 2.53416 -0.21519 0.22864
H 1.61952 1.48142 -1.09440
H 2.19801 2.80434 -0.02366
H 0.38828 1.85097 1.72317
H -0.20108 2.66646 0.26028
H -0.23606 -0.26418 0.89015
H -0.03256 0.13979 -0.81124
```

The calculation puts the electronic energy at -2805.44379 Ha. For the HOMO energy, the calculation gives -10.0 eV. The calculation puts the LUMO energy at -0.14 eV. The HOMO-LUMO gap comes out at 0.3610 hartree.

Here are the Löwdin charges for atoms 1 to 2, given in e: atom 1 (C): 0.035, atom 2 (C): -0.073


# 2
Here is a cluster of 2 separate species, C7H12O in total in a non-equilibrium geometry from the OMol25 dataset. Energies are from wB97M-V/def2-TZVPD.

Geometry as XYZ:
```
20
C7H12O | the OMol25 dataset | wB97M-V/def2-TZVPD
C 0.55536 -0.72731 -2.47267
C 1.29555 0.06693 -1.59916
C 0.49745 0.68282 -0.49257
C -0.58041 1.58544 -0.54036
C 0.95592 0.34352 0.88196
C 1.97973 0.88605 1.50376
C -0.06507 -0.66607 1.44762
H 0.93445 -1.10172 -3.39774
H -0.35041 -1.03596 -1.86892
H 2.33971 0.28468 -1.56141
H -0.87617 2.08843 -1.40138
H -0.90075 1.96905 0.42519
H 2.74383 1.25081 0.81947
H 2.17165 1.07143 2.46808
H -0.27327 -1.35126 0.59015
H -0.89714 -0.14283 1.74026
H 0.27100 -1.21244 2.32689
O -3.31676 -1.64363 0.21894
H -3.68169 -0.82124 0.00086
H -2.80299 -1.52671 0.91105
```

The calculation puts the electronic energy at -349.00813 Ha. For the HOMO energy, the calculation gives -9.0 eV. The calculation puts the LUMO energy at 0.82 eV. For the energy above the lowest of the compared OMol25 structures with the same formula, charge and spin, the calculation gives 88.2 kcal per mole. The HOMO-LUMO gap comes out at 0.3620 hartree.

Here are the Löwdin charges for atoms 1 to 2, given in e: atom 1 (C): 0.043, atom 2 (C): -0.107


# 3
Here is the molecule C4H10BNO2 from the OMol25 dataset. Energies are from wB97M-V/def2-TZVPD.

Geometry as XYZ:
```
18
C4H10BNO2 | the OMol25 dataset | wB97M-V/def2-TZVPD
N 2.21978 1.21461 0.48211
B 1.65623 -0.11179 0.21275
O 2.25329 -1.18558 0.81493
C 0.35590 -0.36299 -0.70799
C -0.66614 0.78135 -0.70267
C -1.57668 0.33827 0.43184
C -1.66697 -1.13453 0.13048
O -0.32767 -1.52310 -0.15498
H 1.83866 1.60459 1.33917
H 1.96134 1.86626 -0.25115
H 2.64101 -1.81348 0.21236
H 0.68886 -0.60603 -1.72319
H -1.22956 0.89733 -1.62499
H -0.17592 1.72836 -0.49425
H -1.08294 0.51883 1.38710
H -2.56147 0.79766 0.48849
H -2.25572 -1.27737 -0.78070
H -2.07202 -1.73239 0.94072
```

The calculation puts the electronic energy at -388.54514 Ha. For the HOMO energy, the calculation gives -9.0 eV. The calculation puts the LUMO energy at 0.58 eV. For the energy above the lowest of the compared OMol25 structures with the same formula, charge and spin, the calculation gives 12.6 kcal per mole. The HOMO-LUMO gap comes out at 0.3515 hartree.

Here are the Löwdin charges for atoms 1 to 2, given in e: atom 1 (N): 0.153, atom 2 (B): -0.531